1.
{
  "formula": "C48H51F6IN3",
  "method": "ωB97M-V with the def2-TZVPD basis set",
  "species": ["C", "C", "C", "C", "C", "N", "C", "C", "I", "C", "C", "N", "C", "C", "C", "N", "H", "H", "H", "H", "H", "H", "H", "H", "H", "H", "H", "H", "H", "H", "H", "H", "H", "H", "H", "H", "H", "F", "C", "C", "C", "C", "C", "C", "H", "H", "H", "H", "H", "F", "C", "C", "C", "C", "C", "C", "H", "H", "H", "H", "H", "F", "C", "C", "C", "C", "C", "C", "H", "H", "H", "H", "H", "F", "C", "C", "C", "C", "C", "C", "H", "H", "H", "H", "H", "F", "C", "C", "C", "C", "C", "C", "H", "H", "H", "H", "H", "F", "C", "C", "C", "C", "C", "C", "H", "H", "H", "H", "H"],
  "coordinates": [[2.034730, 0.016228, 2.400550], [1.935360, -0.844904, 1.108944], [2.559681, -0.114734, -0.116960], [1.613525, -0.035636, -1.350155], [1.176947, 1.422572, -1.549493], [0.382898, 1.881385, -0.359783], [0.598065, 3.103797, 0.068139], [-0.120683, 3.543346, 1.188701], [0.140589, 5.452813, 1.998217], [-1.011217, 2.674677, 1.775016], [-1.131665, 1.401823, 1.193453], [-2.026700, 0.464902, 1.793148], [-2.953509, -0.116930, 0.783321], [-2.647042, -1.589767, 0.416932], [-2.170429, -1.748500, -1.071289], [-0.450430, 1.009494, 0.137251], [1.145271, -0.079697, 3.037400], [2.940315, -0.214787, 2.967704], [2.093898, 1.090487, 2.151392], [0.898520, -1.166673, 0.940335], [2.493332, -1.762651, 1.305683], [2.923206, 0.874696, 0.187333], [3.429976, -0.703652, -0.430551], [0.770186, -0.721824, -1.238586], [2.157688, -0.325513, -2.257327], [2.086707, 2.023354, -1.633099], [0.582555, 1.570485, -2.459955], [1.329269, 3.764784, -0.385599], [-1.588369, 2.955958, 2.649632], [-1.410300, -0.279078, 2.122721], [-3.054142, 0.492308, -0.122041], [-3.948276, -0.121383, 1.249514], [-1.889129, -2.051026, 1.062915], [-3.562326, -2.185800, 0.500586], [-1.419519, -2.541037, -1.143569], [-3.035693, -2.028242, -1.680783], [-1.794828, -0.775121, -1.401559], [0.194547, -0.242711, -4.833589], [-0.155397, -1.526854, -5.088500], [-0.655301, -1.857478, -6.331181], [-1.006675, -3.176353, -6.584841], [-0.863233, -4.139139, -5.592784], [-0.363354, -3.786096, -4.347468], [-0.001488, -2.470591, -4.095058], [-0.766601, -1.091431, -7.087555], [-1.393125, -3.453123, -7.556627], [-1.142041, -5.164258, -5.791489], [-0.255893, -4.535027, -3.573248], [0.398482, -2.174679, -3.133621], [-2.723518, -0.198173, 6.705095], [-2.639010, 1.131850, 6.891702], [-2.679903, 1.968271, 5.793926], [-2.596772, 3.340799, 5.987690], [-2.464390, 3.856503, 7.269490], [-2.420950, 2.999502, 8.361141], [-2.513806, 1.627584, 8.174226], [-2.776282, 1.544292, 4.801085], [-2.635385, 4.008870, 5.135607], [-2.395407, 4.926351, 7.417551], [-2.314208, 3.399839, 9.360412], [-2.490083, 0.944940, 9.013397], [2.371767, -2.637359, 3.340149], [2.711793, -2.678626, 4.649394], [4.045816, -2.752151, 4.994838], [4.392290, -2.788621, 6.338031], [3.403349, -2.761216, 7.312323], [2.066292, -2.691723, 6.945075], [1.715226, -2.644688, 5.603537], [4.801293, -2.780761, 4.219999], [5.434317, -2.839275, 6.624221], [3.676035, -2.794184, 8.358928], [1.295230, -2.674539, 7.703799], [0.678644, -2.582279, 5.297470], [-1.246073, -7.389476, -4.866360], [-0.507146, -8.123933, -5.727395], [0.599240, -7.551714, -6.323849], [1.359624, -8.309598, -7.202985], [0.998652, -9.620945, -7.481221], [-0.120193, -10.177867, -6.876024], [-0.877559, -9.427526, -5.987951], [0.861069, -6.525336, -6.100683], [2.233419, -7.876286, -7.671361], [1.590413, -10.209085, -8.170404], [-0.403992, -11.198495, -7.095625], [-1.747711, -9.846706, -5.499857], [-5.213840, 3.045254, -1.162044], [-4.854653, 4.146635, -0.478702], [-3.857136, 4.050472, 0.470796], [-3.480093, 5.187086, 1.174984], [-4.112093, 6.397682, 0.927618], [-5.117068, 6.474581, -0.028037], [-5.489193, 5.343987, -0.741362], [-3.385849, 3.093484, 0.652637], [-2.691968, 5.131478, 1.919305], [-3.821154, 7.282044, 1.479770], [-5.612527, 7.417097, -0.218284], [-6.264105, 5.386656, -1.495194], [5.425947, 6.612103, -0.285106], [4.888185, 6.042988, -1.374741], [5.654489, 5.906951, -2.515655], [5.095619, 5.313304, -3.638518], [3.778503, 4.873073, -3.612369], [3.020958, 5.021889, -2.458980], [3.579199, 5.605763, -1.328411], [6.676069, 6.263184, -2.520301], [5.687996, 5.195032, -4.535731], [3.344108, 4.415419, -4.491792], [1.990796, 4.683580, -2.441641], [3.007346, 5.723609, -0.415790]],
  "forces_ev_per_angstrom": [[-0.4, 0.4, -0.4], [0.5, 0.4, 0.6], [-0.4, -1.2, -0.2], [0.6, 0.6, 0.2], [0.0, -1.1, -0.4], [1.3, 0.2, -1.6], [-0.5, 0.9, 1.4], [-0.1, 0.4, 0.4], [0.3, -0.3, -0.3], [0.5, 0.1, -0.4], [-0.8, -0.4, 1.0], [0.8, 0.5, -1.0], [-1.1, -1.2, 0.7], [0.2, -0.1, -1.3], [-0.5, 0.1, 0.9], [-0.1, 0.4, 0.2], [0.4, -0.3, 0.1], [-0.3, 0.0, 0.0], [0.0, -0.2, 0.0], [0.2, 0.3, -0.2], [-0.2, 0.1, -0.2], [-0.1, -0.1, -0.2], [0.0, 0.3, 0.1], [0.0, 0.2, -0.1], [-0.2, 0.1, 0.1], [-0.3, 0.2, 0.2], [-0.1, 0.0, 0.3], [0.0, -0.5, -0.3], [0.0, -0.3, -0.1], [-0.3, -0.1, 0.2], [0.3, 0.1, 0.2], [0.2, 0.3, -0.1], [-0.2, 0.3, 0.2], [0.2, 0.1, 0.3], [-0.1, 0.3, -0.2], [0.3, 0.1, -0.1], [0.2, -0.4, -0.3], [0.0, 0.1, 0.1], [-0.1, -0.4, -0.1], [0.0, 0.2, -0.2], [0.1, 0.0, 0.2], [-0.1, -0.1, -0.1], [0.0, 0.0, -0.1], [0.1, 0.1, 0.3], [0.0, 0.0, 0.0], [0.0, 0.0, 0.0], [0.0, 0.0, 0.0], [0.0, 0.0, 0.0], [0.0, 0.0, 0.0], [0.0, 0.0, 0.0], [0.0, 0.3, 0.1], [0.0, -0.1, -0.3], [0.1, -0.1, 0.1], [0.0, 0.1, 0.0], [0.0, 0.0, -0.2], [0.0, -0.1, 0.2], [0.0, 0.0, 0.0], [0.0, 0.0, 0.0], [0.0, 0.0, 0.0], [0.0, 0.0, 0.0], [0.0, 0.0, 0.0], [0.0, -0.2, 0.1], [0.1, 0.0, 0.4], [0.2, 0.0, -0.2], [-0.2, 0.0, 0.0], [0.0, 0.0, 0.1], [0.2, 0.0, 0.0], [-0.3, 0.0, -0.1], [0.0, 0.0, 0.0], [0.0, 0.0, 0.0], [0.0, 0.0, 0.0], [0.0, 0.0, 0.0], [0.0, 0.0, 0.0], [0.0, 0.0, 0.0], [0.2, -0.2, -0.3], [0.1, 0.3, 0.1], [-0.1, -0.1, 0.0], [0.1, 0.0, -0.1], [0.1, 0.1, 0.0], [-0.2, -0.1, 0.1], [0.0, 0.0, 0.0], [0.0, 0.0, 0.0], [0.0, 0.0, 0.0], [0.0, 0.0, 0.0], [0.0, 0.0, 0.0], [0.0, 0.0, 0.0], [0.0, 0.2, 0.1], [0.2, -0.1, 0.1], [-0.1, 0.0, -0.1], [0.1, 0.1, 0.1], [0.1, -0.1, 0.1], [-0.2, 0.0, -0.1], [-0.1, -0.1, 0.0], [-0.2, 0.0, -0.1], [0.0, 0.0, 0.0], [0.0, 0.0, 0.0], [0.0, 0.0, 0.0], [0.0, 0.0, 0.0], [-0.1, -0.1, -0.2], [0.2, 0.0, 0.0], [-0.1, 0.0, 0.1], [-0.1, -0.1, -0.1], [0.2, 0.0, 0.0], [-0.2, -0.1, 0.2], [0.0, 0.0, 0.0], [0.0, 0.0, 0.0], [0.0, 0.0, 0.0], [0.0, 0.1, 0.0], [0.0, 0.1, 0.0]],
  "mulliken_charge": [-1.30, 0.18, -1.16, -0.02, -1.16, 0.55, 0.80, -0.54, 0.23, -0.22, -0.99, -0.08, -0.59, -0.51, -0.91, -0.07, 0.17, 0.28, 0.38, -0.12, 0.61, 0.50, 0.48, -0.25, 0.67, 0.45, 0.39, -0.16, 0.65, 0.40, 0.28, 0.54, 0.33, 0.36, 0.23, 0.44, 0.16, -0.26, 0.32, -0.56, -0.68, -0.46, -0.54, 0.06, 0.43, 0.39, 0.51, 0.42, 0.33, -0.31, 0.34, -0.48, -0.27, -0.62, -0.34, -0.44, 0.55, 0.39, 0.38, 0.37, 0.43, -0.25, 0.42, -0.35, -0.40, -0.52, -0.48, -0.41, 0.41, 0.37, 0.38, 0.38, 0.45, -0.31, 0.41, -0.18, -0.48, -0.48, -0.36, -0.48, 0.39, 0.36, 0.37, 0.36, 0.42, -0.29, 0.18, 0.23, -0.01, -0.72, -0.42, -0.47, 0.26, -0.01, 0.40, 0.39, 0.45, -0.31, 0.39, -0.44, -0.33, -0.71, -0.22, -0.51, 0.43, 0.38, 0.40, 0.60, 0.38],
  "homo_lumo_gap_ev": 6.33,
  "e_homo_ev": -10.6,
  "e_lumo_ha": -0.1580,
  "total_charge": 1,
  "molar_mass_g_mol": 910.85,
  "e_tot_ev": -79471.347
}

2.
{
  "formula": "C48H52Cl3N9O7PS3TeYb",
  "method": "ωB97M-V with the def2-TZVPD basis set",
  "species": ["Yb", "C", "C", "C", "C", "C", "C", "N", "C", "C", "C", "C", "C", "N", "C", "C", "C", "C", "C", "C", "N", "H", "H", "H", "H", "H", "H", "H", "H", "H", "H", "H", "H", "H", "H", "H", "O", "H", "H", "O", "H", "H", "S", "C", "N", "O", "S", "O", "O", "O", "C", "Te", "C", "C", "C", "C", "C", "C", "C", "H", "H", "H", "H", "H", "H", "H", "H", "Cl", "C", "C", "C", "C", "C", "C", "N", "C", "C", "N", "C", "O", "C", "C", "C", "Cl", "S", "C", "C", "C", "Cl", "C", "H", "H", "H", "H", "H", "H", "H", "H", "H", "H", "H", "H", "H", "C", "N", "C", "N", "C", "N", "C", "P", "C", "C", "H", "H", "H", "H", "H", "H", "H", "H", "H", "H", "H", "H"],
  "coordinates": [[-0.036561, 0.070379, -0.089259], [1.318631, 3.653880, 2.255276], [0.038915, 3.275534, 2.866259], [-0.445839, 3.943297, 3.938589], [-1.682074, 3.546091, 4.472179], [-2.418863, 2.523765, 3.950282], [-1.902704, 1.900645, 2.787544], [-0.660358, 2.216384, 2.376945], [-2.651610, 0.824548, 2.055767], [-4.046594, 0.875353, 2.106893], [-4.737493, -0.329737, 1.714206], [-3.993640, -1.493496, 1.475635], [-2.596987, -1.390958, 1.286816], [-1.958501, -0.245841, 1.598025], [-1.804015, -2.473794, 0.717594], [-2.405945, -3.559124, -0.010054], [-1.618069, -4.627763, -0.356190], [-0.330585, -4.658101, 0.174446], [0.261599, -3.504734, 0.778113], [1.580652, -3.561447, 1.422423], [-0.454707, -2.363043, 0.809186], [1.386170, 4.749959, 2.150568], [1.492801, 3.275925, 1.214686], [2.178597, 3.320989, 2.927864], [0.163956, 4.798661, 4.337883], [-2.140718, 4.120528, 5.274573], [-3.350665, 2.234293, 4.347310], [-4.613012, 1.777786, 2.484673], [-5.822891, -0.432359, 1.755415], [-4.593476, -2.340783, 1.578770], [-3.451052, -3.611809, -0.124089], [-2.025432, -5.430654, -0.941661], [0.308284, -5.482655, -0.073226], [2.354686, -3.639353, 0.654947], [1.652538, -4.474961, 2.013252], [1.743073, -2.698864, 2.079492], [1.424338, 0.471841, 1.669588], [2.054618, 0.197579, 2.452395], [0.721595, 1.007462, 2.109479], [1.098588, 2.087558, -0.601549], [0.851234, 2.740648, -1.226091], [1.941460, 2.327534, -0.186979], [3.371092, -2.867509, 4.550121], [3.301271, -1.387097, 4.001955], [3.113402, -0.233952, 3.581208], [-0.912862, 1.428655, -3.502372], [-1.382530, 2.059090, -2.273625], [-0.842939, 3.344942, -1.971750], [-1.603258, 1.115572, -1.155058], [-3.054814, 2.339581, -2.637381], [6.505727, 1.055239, 4.915314], [4.355081, 0.967300, 5.579326], [5.227795, 1.752617, 7.436878], [6.728088, 1.958398, 7.270610], [7.488704, 2.498514, 8.326924], [8.802045, 2.883369, 8.098647], [9.382667, 2.701170, 6.847944], [8.699248, 2.041847, 5.852209], [7.344761, 1.607452, 6.054242], [6.697601, 1.608549, 3.976351], [6.653964, -0.015028, 4.689877], [5.018232, 1.023765, 8.245600], [4.647294, 2.691452, 7.571799], [7.112775, 2.598365, 9.371826], [9.386404, 3.254837, 8.908873], [10.317346, 3.205817, 6.639411], [9.276171, 1.774077, 4.942611], [-5.115500, -2.424206, -5.593754], [-3.424777, -2.838971, -5.366301], [-2.859920, -3.115410, -4.125540], [-1.456073, -3.387652, -3.971977], [-0.639036, -3.507911, -5.082089], [0.786966, -4.083904, -4.920657], [1.788997, -2.874928, -4.822988], [1.756394, -2.175220, -3.510501], [2.806922, -2.210596, -2.527927], [2.603639, -1.156107, -1.704711], [1.384284, -0.515316, -1.982015], [0.986646, -1.080205, -3.137741], [1.036803, -5.040341, -3.780818], [0.499210, -6.415943, -4.015069], [1.266641, -7.331391, -3.117149], [2.616755, -7.681112, -3.267415], [3.627433, -7.238257, -4.532654], [3.039083, -8.958098, -2.088047], [1.502648, -8.844563, -1.325418], [0.722502, -7.888226, -1.915605], [-1.204566, -3.140954, -6.361661], [-0.202084, -3.109750, -7.794129], [-2.569246, -2.879943, -6.463911], [-3.563444, -3.125622, -3.252831], [-1.105575, -3.596134, -2.968323], [1.046647, -4.563422, -5.869216], [1.516009, -2.184343, -5.660375], [2.811241, -3.330705, -4.931309], [3.554144, -2.977880, -2.571917], [3.231484, -0.712046, -0.910010], [0.147505, -0.738328, -3.725357], [0.622267, -6.710307, -5.048772], [-0.542181, -6.521354, -3.735551], [1.158986, -9.504679, -0.519033], [-0.273258, -7.685673, -1.554568], [-2.929126, -2.521217, -7.445388], [-5.978788, 5.012152, -1.069451], [-4.635779, 5.338491, -0.687967], [-4.183320, 6.546238, -1.471871], [-4.227071, 6.319326, -2.929637], [-5.595444, 5.953886, -3.209546], [-6.207011, 4.809845, -2.502175], [-5.469009, 3.549113, -2.878698], [-3.688334, 3.734674, -2.418888], [-3.587476, 4.291154, -0.638538], [-3.150456, 5.321797, -3.279627], [-6.629357, 5.901854, -0.793307], [-6.379300, 4.139336, -0.444967], [-3.192394, 6.931846, -1.128783], [-5.015458, 7.264753, -1.220725], [-5.790555, 5.822670, -4.281786], [-6.142298, 6.874926, -2.826091], [-5.612342, 3.396841, -3.971959], [-6.001867, 2.688709, -2.450128], [-2.568317, 4.701995, -0.475926], [-3.764264, 3.455374, 0.064024], [-3.139741, 5.313744, -4.373602], [-2.133045, 5.673807, -2.959138]],
  "forces_ev_per_angstrom": [[0.9, -1.8, 2.3], [2.3, 0.1, -0.6], [-1.2, -1.9, -0.5], [-0.3, 1.5, 1.4], [0.3, 1.2, 0.7], [0.9, -0.3, -1.9], [1.3, 0.2, 0.5], [-0.4, 0.3, -1.1], [-0.6, -0.7, 0.9], [-0.6, 0.3, -0.5], [1.2, -0.7, 0.5], [-1.2, 3.2, 0.2], [0.3, -1.7, -1.0], [0.4, 2.1, 0.4], [-1.7, 0.5, -0.5], [1.0, 0.2, 1.0], [-0.1, 0.9, 0.6], [1.4, 0.7, -0.1], [-2.5, -0.8, -1.3], [0.8, 0.2, -0.1], [1.1, -0.2, 0.8], [0.0, -0.3, 0.3], [-0.5, 0.1, 1.5], [-0.9, 0.4, -0.9], [-1.0, -0.9, -0.2], [0.4, -0.1, 0.1], [-0.9, -0.2, 0.4], [0.8, -1.2, -0.5], [0.3, 0.2, 0.2], [-0.2, -1.8, -0.6], [-1.1, 0.2, -0.4], [0.0, -0.4, -0.1], [0.3, -0.5, 0.3], [0.2, 0.2, 0.1], [0.0, 0.1, 0.1], [0.1, -0.2, -0.3], [0.3, 0.2, 1.1], [-0.3, 0.0, -0.9], [0.4, -0.3, -0.2], [1.0, -0.6, 1.0], [-0.2, 1.2, -0.9], [-0.3, -0.3, -0.3], [0.4, -1.1, 0.5], [-1.6, 5.4, -2.5], [0.9, -4.9, 1.1], [-0.7, 1.1, 1.7], [-0.4, -3.9, -1.6], [-0.3, 1.0, 0.3], [-0.7, 2.4, -2.0], [0.9, -0.2, -0.8], [-0.5, -0.7, -0.3], [1.6, 0.8, 0.9], [-0.3, -0.1, -0.2], [-0.5, -0.1, 0.1], [0.4, -0.1, 0.3], [-0.6, -0.5, -0.2], [-0.2, 0.5, 0.1], [-0.6, -1.1, -0.4], [0.4, 1.2, 0.0], [-0.4, -0.1, 0.5], [0.4, 0.5, 0.2], [0.0, 0.6, -0.3], [0.8, -0.5, 0.5], [-0.1, 0.0, -1.1], [0.3, 0.5, 0.4], [0.3, -0.5, 0.0], [-0.8, 0.4, 0.4], [0.7, -0.3, 0.2], [1.2, -0.4, 0.4], [-0.4, 0.2, 1.0], [-2.2, -0.1, -0.5], [-0.1, -0.4, -0.5], [0.3, 0.3, 0.8], [0.0, -1.2, 0.7], [0.6, 1.6, 1.2], [-1.1, 0.3, -1.5], [-0.5, 0.5, 1.1], [0.9, -1.3, -2.7], [0.5, -1.0, 0.7], [-1.4, 0.7, -2.3], [1.1, 1.2, 0.8], [1.8, 0.2, 0.7], [-2.4, -1.4, 1.5], [0.5, 0.2, -0.5], [-0.2, 1.0, -0.7], [-0.4, 0.4, -0.1], [0.1, -0.9, -0.4], [-0.1, -0.9, 1.8], [-0.3, 0.0, 0.3], [0.3, 1.2, -1.6], [1.1, 0.1, -0.7], [0.2, -0.1, -0.1], [0.0, -0.3, 0.1], [0.6, -0.5, 0.8], [-0.9, 0.8, 0.0], [0.2, 0.0, 0.0], [-0.5, -0.9, -0.4], [-0.1, -0.1, 0.1], [0.1, 0.1, -0.4], [-0.4, 0.5, -0.1], [0.6, 0.4, -0.3], [-0.2, 0.1, -0.1], [0.1, -0.5, 0.6], [-2.1, 0.1, 1.5], [1.9, 1.3, 0.3], [-1.2, 0.2, 1.0], [1.6, -0.8, 1.6], [-1.7, 1.2, -0.2], [1.8, -1.0, 0.0], [-0.9, 0.8, -0.7], [-0.2, 1.0, 1.1], [-0.6, -0.4, -1.7], [-0.6, 0.3, -0.3], [0.7, -1.0, -0.2], [0.7, 1.0, -1.0], [-0.8, -0.5, -0.3], [1.3, -0.2, -0.4], [0.2, 0.1, 0.2], [0.2, -1.2, -0.9], [0.6, 0.2, 0.5], [0.6, 0.2, 0.4], [-0.8, -0.1, 0.1], [-0.2, 0.4, -0.2], [0.1, -0.7, 0.1], [-1.1, -0.4, 0.0]],
  "lowdin_spin": [0.01, 0.00, 0.00, 0.00, 0.00, 0.00, 0.00, 0.00, 0.01, 0.11, 0.07, 0.04, 0.15, 0.14, 0.10, 0.06, 0.03, 0.12, 0.00, 0.00, 0.13, 0.00, 0.00, 0.00, 0.00, 0.00, 0.00, 0.01, 0.00, 0.00, 0.00, 0.00, 0.01, 0.00, 0.00, 0.00, 0.00, 0.00, 0.00, 0.00, 0.00, 0.00, 0.00, 0.00, 0.00, 0.00, 0.00, 0.00, 0.00, 0.00, 0.00, 0.00, 0.00, 0.00, 0.00, 0.00, 0.00, 0.00, 0.00, 0.00, 0.00, 0.00, 0.00, 0.00, 0.00, 0.00, 0.00, 0.00, 0.00, 0.00, 0.00, 0.00, 0.00, 0.00, 0.00, 0.00, 0.00, 0.00, 0.00, 0.00, 0.00, 0.00, 0.00, 0.00, 0.00, 0.00, 0.00, 0.00, 0.00, 0.00, 0.00, 0.00, 0.00, 0.00, 0.00, 0.00, 0.00, 0.00, 0.00, 0.00, 0.00, 0.00, 0.00, 0.00, 0.00, 0.00, 0.00, 0.00, 0.00, 0.00, 0.00, 0.00, 0.00, 0.00, 0.00, 0.00, 0.00, 0.00, 0.00, 0.00, 0.00, 0.00, 0.00, 0.00, 0.00],
  "multiplicity": 2,
  "homo_lumo_gap_ev": [3.87, 5.63],
  "s_squared": 0.77,
  "de_lowest_ev": 3.487,
  "e_homo_ev": [-4.3, -6.1],
  "e_lumo_ha": [-0.0163, -0.0164],
  "molar_mass_g_mol": 1401.17,
  "e_tot_ev": -196545.439
}